C24H26FN3O2 | ωB97M-V/def2-TZVPD

Its HOMO energy is -8.41 eV. The value obtained for the energy relative to the best compared isomer or geometry (same formula, charge and spin) is 33.0 kcal per mole. The HOMO-LUMO gap comes out at 0.3352 Eh. For the molar mass, the calculation gives 407.5 g mol⁻¹. For the energy, the calculation gives -1344.78537 hartree.

Element x y z (Å)
O1 -1.46444 -0.92169 0.23656
C1 -1.37304 -0.51034 -0.90914
N1 -2.05334 0.56776 -1.32164
C2 -2.11720 1.11518 -2.65813
C3 -1.04661 0.47849 -3.55493
N2 -0.84066 -0.93155 -3.31430
C4 -1.81798 -1.83922 -3.88937
C5 -3.23544 -1.72581 -3.37401
C6 -3.59196 -2.24720 -2.13521
C7 -4.87608 -2.09647 -1.64319
C8 -5.81002 -1.42976 -2.41366
F1 -7.06654 -1.27835 -1.94247
C9 -5.49561 -0.92009 -3.66002
C10 -4.20341 -1.07143 -4.12936
C11 -0.46564 -1.18498 -1.93832
C12 1.00958 -0.74996 -1.69979
C13 1.10120 0.57418 -0.95253
O2 1.00975 1.63006 -1.56501
N3 1.27825 0.55263 0.38223
C14 1.35988 -0.61568 1.23229
C15 2.12786 -0.36253 2.49187
C16 2.67271 0.80258 2.83383
C17 3.45771 0.95682 4.06883
C18 3.28718 2.05397 4.90948
C19 4.03034 2.17737 6.06882
C20 4.96223 1.21119 6.40739
C21 5.14124 0.11507 5.58032
C22 4.39523 -0.01166 4.42382
C23 2.48854 1.99110 1.93181
C24 1.21853 1.80514 1.10998
H1 -2.64745 0.99806 -0.62534
H2 -3.12385 0.94506 -3.06007
H3 -1.94349 2.19431 -2.60548
H4 -0.09801 0.98390 -3.35848
H5 -1.31030 0.62606 -4.60321
H6 -1.81275 -1.65800 -4.96847
H7 -1.44924 -2.85519 -3.71738
H8 -2.86600 -2.78033 -1.54111
H9 -5.15506 -2.49069 -0.67922
H10 -6.25148 -0.41689 -4.24223
H11 -3.94438 -0.67631 -5.10149
H12 -0.52521 -2.26352 -1.76290
H13 1.46817 -0.60779 -2.67953
H14 1.54416 -1.54163 -1.18292
H15 0.34547 -0.96251 1.47951
H16 1.85998 -1.43188 0.70335
H17 2.21374 -1.22407 3.13834
H18 2.54991 2.80688 4.67164
H19 3.88029 3.03200 6.71256
H20 5.54514 1.31160 7.31091
H21 5.86766 -0.64245 5.83671
H22 4.54783 -0.86094 3.77402
H23 3.35041 2.07607 1.26313
H24 2.42728 2.91530 2.50611
H25 0.34781 1.78180 1.77587
H26 1.09710 2.60632 0.37954

Force components x, y, z for each atom (eV/Å):
0.0 -0.3 0.3
-0.2 -0.2 -0.1
-0.2 0.3 0.1
0.0 0.1 -0.4
0.0 0.3 0.1
0.1 -0.2 -0.1
0.0 0.0 0.0
0.0 -0.1 -0.2
-0.1 0.0 -0.2
-0.2 0.1 0.0
0.1 0.0 -0.1
0.1 0.0 0.0
-0.2 0.0 0.1
0.0 -0.2 0.1
0.1 -0.1 -0.1
0.0 0.2 0.2
0.4 -0.2 -0.3
-0.1 0.2 -0.3
0.1 0.1 0.4
-0.2 -0.5 0.1
0.0 0.2 -0.1
-0.1 -0.1 -0.2
0.2 -0.1 0.2
0.0 0.0 -0.1
0.0 0.1 0.1
0.0 0.0 0.1
0.1 -0.1 0.1
0.0 0.0 0.0
-0.3 -0.1 -0.1
0.1 0.5 -0.1
0.1 -0.2 0.0
0.2 0.1 0.1
0.0 -0.1 -0.1
-0.1 0.0 -0.1
0.0 0.0 0.0
0.0 -0.1 0.0
0.0 0.0 -0.1
0.1 -0.1 0.1
-0.1 0.0 0.1
-0.1 0.0 0.0
0.0 0.0 -0.1
-0.1 0.2 0.1
0.0 0.0 0.1
0.0 0.0 0.0
0.2 0.0 -0.1
-0.1 0.1 0.0
0.0 -0.1 0.1
0.0 0.1 0.0
0.0 0.1 0.1
0.1 0.0 0.1
0.1 -0.1 0.0
0.0 -0.1 -0.1
0.0 0.1 0.0
0.0 0.0 0.0
0.0 0.0 0.0
0.0 -0.1 0.2

C4H6O4 | ωB97M-V/def2-TZVPD

Its HOMO energy is -9.83 eV. The value obtained for the energy relative to the best compared isomer or geometry (same formula, charge and spin) is 143.7 kcal per mole. The HOMO-LUMO gap comes out at 0.3625 Eh. For the molar mass, the calculation gives 118.1 g mol⁻¹. For the energy, the calculation gives -456.79193 hartree.

Element x y z (Å)
C1 0.65841 0.38823 0.74011
C2 0.04559 -0.33487 1.86588
C3 0.21304 -0.33837 -0.60490
C4 -1.25979 -0.44627 -1.05591
H1 2.07580 0.64945 -0.26593
H2 0.08107 1.41379 0.64907
H3 0.42789 -0.22774 3.10596
H4 0.92072 -1.21283 -0.37564
H5 0.28737 1.35776 -1.77918
H6 -1.64848 -1.16399 -0.22109
O1 1.95655 0.58926 0.82412
O2 -1.08759 -0.66166 1.68521
O3 0.91029 0.27611 -1.50029
O4 -1.79023 0.24270 -1.85709

Force components x, y, z for each atom (eV/Å):
-4.3 1.6 0.4
-0.5 1.9 4.1
1.0 -1.8 2.7
0.9 -2.5 5.0
0.8 0.2 3.1
0.6 -1.3 0.6
-0.3 -0.6 -3.5
-2.0 -0.5 -0.8
2.5 -4.7 1.0
-1.1 0.8 -2.2
2.7 0.1 -4.4
-0.9 -1.4 0.7
0.7 7.7 -5.8
0.0 0.5 -0.9

Copy entry 2 word for word.
C4H6O4 | ωB97M-V/def2-TZVPD

Its HOMO energy is -9.83 eV. The value obtained for the energy relative to the best compared isomer or geometry (same formula, charge and spin) is 143.7 kcal per mole. The HOMO-LUMO gap comes out at 0.3625 Eh. For the molar mass, the calculation gives 118.1 g mol⁻¹. For the energy, the calculation gives -456.79193 hartree.

Element x y z (Å)
C1 0.65841 0.38823 0.74011
C2 0.04559 -0.33487 1.86588
C3 0.21304 -0.33837 -0.60490
C4 -1.25979 -0.44627 -1.05591
H1 2.07580 0.64945 -0.26593
H2 0.08107 1.41379 0.64907
H3 0.42789 -0.22774 3.10596
H4 0.92072 -1.21283 -0.37564
H5 0.28737 1.35776 -1.77918
H6 -1.64848 -1.16399 -0.22109
O1 1.95655 0.58926 0.82412
O2 -1.08759 -0.66166 1.68521
O3 0.91029 0.27611 -1.50029
O4 -1.79023 0.24270 -1.85709

Force components x, y, z for each atom (eV/Å):
-4.3 1.6 0.4
-0.5 1.9 4.1
1.0 -1.8 2.7
0.9 -2.5 5.0
0.8 0.2 3.1
0.6 -1.3 0.6
-0.3 -0.6 -3.5
-2.0 -0.5 -0.8
2.5 -4.7 1.0
-1.1 0.8 -2.2
2.7 0.1 -4.4
-0.9 -1.4 0.7
0.7 7.7 -5.8
0.0 0.5 -0.9